1.
This record from the OMol25 dataset describes a structure of composition C30H31CeN3O4SiTe at a distorted geometry. The level of theory is ωB97M-V/def2-TZVPD.

Structure (XYZ):
```
71
Properties=species:S:1:pos:R:3:forces:R:3
Ce 15.2964 9.4026 7.4397 1.1 1.0 0.5
C 18.4736 12.3054 5.3693 0.9 0.3 1.3
C 19.4485 11.5896 6.4152 -0.6 0.3 -1.4
C 19.9373 12.6993 7.3936 -0.6 -1.5 0.2
C 20.6870 10.9980 5.6533 0.6 1.3 2.1
Si 18.7371 9.9685 7.1398 -0.1 0.7 -1.0
O 17.0649 10.2776 7.6813 -0.7 -0.8 -0.2
C 19.6525 9.3274 8.5968 0.1 -0.3 0.8
C 19.2042 9.8750 9.8324 -0.3 -0.6 -1.0
C 19.7474 9.5398 11.0406 2.3 -1.9 0.1
C 20.8333 8.5948 11.0574 -1.1 1.2 -1.0
C 21.2291 8.0344 9.8446 1.4 -0.6 0.6
C 20.7009 8.3735 8.6180 -0.9 1.2 0.0
C 18.3154 8.5364 5.9499 -0.5 -0.3 1.0
C 17.9702 7.3322 6.6938 1.3 2.4 0.7
C 17.3712 6.2846 6.0852 -0.7 0.1 -0.7
C 17.0537 6.3760 4.7203 0.6 -0.6 1.2
C 17.4012 7.4761 3.9810 0.4 0.7 0.1
C 18.0223 8.5932 4.5877 -0.2 -0.7 0.2
H 18.9587 13.1563 4.9084 0.6 0.3 0.1
H 17.6046 12.7454 5.8347 -0.4 0.0 0.5
H 18.1247 11.7808 4.5214 -0.3 -1.4 -0.7
H 20.3978 13.4492 6.8165 0.1 1.3 -0.9
H 20.7338 12.4146 8.0429 0.6 -0.9 0.5
H 19.1908 13.0961 8.0734 -0.4 0.2 -0.3
H 21.3283 11.7581 5.2053 -0.3 0.4 -0.1
H 20.4576 10.3059 4.8974 -0.4 -1.1 -0.9
H 21.3487 10.5821 6.4395 -0.2 -0.4 -0.5
H 18.3419 10.5201 9.8010 -0.1 0.4 0.1
H 19.4528 9.9524 11.9710 -0.5 0.5 0.6
H 21.4349 8.4151 11.9380 -0.4 -0.2 0.2
H 22.0945 7.3509 9.8195 -0.5 0.3 0.3
H 21.1928 7.9728 7.7300 -0.5 0.1 0.0
H 18.2865 7.3101 7.7675 -0.4 -0.2 -1.0
H 17.0760 5.4456 6.6799 0.1 -0.5 -0.1
H 16.6444 5.4789 4.3260 -0.5 -0.3 -0.9
H 17.2090 7.4800 2.9267 -0.1 0.1 -0.4
H 18.2599 9.4664 3.9811 0.0 -0.2 0.2
O 14.2164 8.8773 3.6823 0.0 -0.3 0.0
N 14.6702 9.0482 4.7471 -1.3 -2.6 0.5
O 14.4727 8.1445 5.7816 0.0 1.0 -1.4
O 15.3277 10.0058 5.1160 1.3 1.9 0.6
C 14.8014 12.4615 8.7531 -0.1 -0.7 -0.9
Te 15.0761 11.0464 10.3673 -0.8 0.0 -0.3
C 12.8707 11.0695 10.2203 0.0 -0.4 -1.5
C 12.6704 11.1224 8.6602 0.3 0.0 1.6
C 11.6266 10.5091 7.9769 0.8 -0.3 -1.3
C 11.5727 10.4812 6.5488 0.2 0.8 1.5
C 12.5131 11.2384 5.8689 0.6 0.7 -0.4
C 13.5199 11.9598 6.5608 -0.3 -1.3 1.2
C 13.6475 11.8446 7.9834 0.2 0.2 -2.3
H 15.6723 12.6285 8.0767 -0.5 0.0 0.9
H 14.4297 13.3583 9.2083 0.3 0.7 0.3
H 12.5451 12.0091 10.6946 0.0 -0.6 0.0
H 12.3865 10.1580 10.6187 0.4 0.7 0.2
H 10.9422 9.9520 8.5544 -0.9 -0.5 0.4
H 10.7704 9.9812 6.0196 0.1 -0.1 0.1
H 12.4954 11.3421 4.7693 -0.1 -0.2 0.7
H 14.2563 12.4964 5.9994 0.2 0.4 -0.2
N 13.9825 3.3970 5.9306 -0.5 -0.9 -1.4
C 14.4321 3.9561 6.8094 0.4 0.6 2.1
C 14.9088 4.8019 7.8887 -0.4 0.0 -1.5
C 15.8965 4.4554 8.7834 0.7 -0.2 -0.4
C 16.5356 5.4888 9.4564 -1.0 -0.3 0.1
C 16.0461 6.7718 9.3334 -0.1 0.5 -0.2
N 15.0201 7.1134 8.5090 0.5 -0.8 -0.5
C 14.5057 6.1161 7.7412 -1.0 1.1 0.9
H 16.2404 3.4197 8.7975 0.0 0.3 0.3
H 17.3537 5.2800 10.0971 0.6 0.0 0.5
H 16.5219 7.5814 9.8909 -0.1 -0.1 -0.1
H 13.6582 6.3595 7.0620 1.0 -0.1 0.4
```
Forces are in eV/Å.

Max |F| (eV/Å): 3.025
HOMO energy (eV): -14.21
Charge: +2
Gap between HOMO and LUMO (eV): 5.60

=====

2.
This record from the OMol25 dataset describes a cluster of 2 separate species, C5H15NO2 in total at a distorted geometry. The level of theory is ωB97M-V/def2-TZVPD.

Structure (XYZ):
```
23
Properties=species:S:1:pos:R:3:forces:R:3
C 0.3023 -2.8246 0.9146 1.5 2.0 1.2
C 0.4572 -1.2037 1.0578 0.6 -1.7 -3.6
C -0.1560 -0.5835 -0.2704 -0.1 3.4 2.2
C -1.7120 -0.6513 -0.2854 -0.2 0.8 -1.1
O -2.1710 -0.9336 -1.6210 1.3 -0.5 -0.5
N 0.1817 0.9638 -0.2560 0.4 -4.0 -5.9
C 1.4030 1.1619 -1.0917 -0.5 0.3 -0.3
H 0.3926 -3.0814 -0.1878 -0.6 -0.2 1.7
H 1.1732 -3.1750 1.4932 0.0 -0.4 -0.7
H -0.5122 -3.1842 1.5806 -0.1 0.1 -1.4
H -0.1753 -0.8471 1.8233 -0.1 0.5 1.4
H 1.5767 -0.8830 1.0933 -2.1 -0.5 0.3
H 0.3275 -0.9806 -1.1612 -0.5 -0.2 0.1
H -2.1639 0.3398 0.0277 0.8 -1.2 0.1
H -1.9771 -1.4802 0.3360 -0.7 -0.4 0.7
H -3.0622 -0.7338 -1.9092 -0.2 0.4 0.9
H 0.3048 1.3167 0.5955 0.7 1.4 4.5
H 1.1861 1.9815 -1.8145 0.5 -0.6 0.3
H 1.6695 0.2351 -1.6106 -0.6 0.2 -0.5
H 2.3737 1.3193 -0.6209 -0.2 0.7 0.8
O 1.3024 3.3682 1.3847 -3.4 -1.1 0.7
H 0.6551 3.8890 0.8831 0.6 -0.2 0.2
H 2.1417 3.6683 1.2044 2.8 1.2 -0.8
```
Forces are in eV/Å.

Max |F| (eV/Å): 7.127
HOMO energy (eV): -8.42
Charge: 0
SMILES string: CC[C@@H](CO)NC.O
Gap between HOMO and LUMO (eV): 9.31

=====

3.
This record from the OMol25 dataset describes a cluster of 2 separate species, H4N4O in total at a distorted geometry. The level of theory is ωB97M-V/def2-TZVPD.

Structure (XYZ):
```
9
Properties=species:S:1:pos:R:3:forces:R:3
N 0.1190 -1.8905 1.3780 2.8 4.0 -0.1
N -0.4552 1.1720 -0.0065 0.7 3.0 1.1
N -0.0870 -0.6046 -1.4018 0.2 -2.1 -1.4
N 0.3900 0.2494 -0.6083 1.3 1.4 0.5
O 0.8254 -0.9168 1.3650 -2.7 -4.4 0.7
H -0.0349 1.9096 0.6799 -0.7 -2.5 -1.5
H -1.2367 0.6533 0.3409 -0.4 0.0 0.7
H -0.8731 -1.0513 -0.9602 -1.1 -0.1 0.1
H 1.3525 0.4790 -0.7870 0.0 0.8 0.1
```
Forces are in eV/Å.

Max |F| (eV/Å): 5.170
HOMO energy (spin up / spin down) (eV): -7.05 / -8.74
Charge: 0
Gap between HOMO and LUMO (spin up / spin down) (eV): 7.13 / 8.24

=====

4.
This record from the OMol25 dataset describes a cluster of 2 separate species, C3H10N2O in total. The level of theory is ωB97M-V/def2-TZVPD.

Structure (XYZ):
```
16
Properties=species:S:1:pos:R:3:forces:R:3
C 0.2375 -1.3073 3.6963 0.2 -0.8 -0.4
C -0.4748 -0.1843 4.3726 0.3 0.0 -0.3
O -0.3873 0.0330 5.5499 -0.2 0.1 0.1
H 0.8644 -1.8554 4.3911 0.1 0.1 0.2
H 0.8514 -0.9585 2.8585 -0.1 0.1 0.1
H -0.4485 -2.0509 3.2704 -0.2 0.3 0.0
H -1.0478 0.4836 3.6970 -0.1 0.0 0.2
N 0.1479 0.9746 -4.2816 0.3 -0.3 -0.5
C 0.5571 0.3661 -3.0438 0.0 0.3 0.6
N -0.3511 0.4562 -1.8982 0.6 -0.6 -0.3
H -0.5739 0.4825 -4.7954 0.0 0.3 0.3
H -0.0213 1.9654 -4.2025 -0.2 -0.1 -0.1
H 0.7838 -0.6855 -3.1902 -0.1 -0.1 -0.3
H 1.5007 0.8248 -2.7516 0.0 0.1 0.1
H -0.3937 1.3806 -1.5013 -0.4 0.1 -0.2
H -1.2442 0.0751 -2.1712 -0.3 0.4 0.3
```
Forces are in eV/Å.

Max |F| (eV/Å): 0.950
HOMO energy (eV): -8.96
Charge: 0
SMILES string: CC=O.NCN
Gap between HOMO and LUMO (eV): 9.82

=====

5.
This record from the OMol25 dataset describes a cluster of 3 separate species, C30H65N8S3 in total at a distorted geometry. The level of theory is ωB97M-V/def2-TZVPD.

Structure (XYZ):
```
106
Properties=species:S:1:pos:R:3:forces:R:3
C -1.5220 -3.8654 4.5247 0.7 0.2 -0.4
C -0.9137 -2.5327 4.0583 0.1 0.1 0.7
C -1.6676 -1.2920 4.5681 0.1 -0.6 0.1
C -3.1905 -1.3208 4.4150 -0.2 0.8 0.4
N -3.7266 -1.2515 3.0349 2.0 -0.7 -0.5
C -3.1487 -0.1980 2.2106 -1.1 1.3 -0.3
C -4.3176 0.6744 1.6200 0.2 -0.8 -0.2
C -4.3371 0.7894 0.0919 0.0 1.3 0.2
C -3.0049 1.2015 -0.5475 -1.3 -0.4 -0.6
N -2.4070 2.4083 0.0480 0.4 -0.8 0.1
C -1.1322 2.5122 0.1804 2.3 0.4 1.0
N -0.4407 3.5864 0.6731 -1.6 0.8 -1.3
C 0.6519 3.6782 -0.3369 0.0 -0.1 -0.9
C 1.1159 2.2223 -0.3259 1.4 1.0 0.3
C 2.0246 1.7832 -1.5064 -0.8 0.0 0.4
N 2.3994 2.9124 -2.3528 0.4 -0.8 -0.3
C 1.8442 2.8023 -3.7129 0.0 0.4 0.1
N -0.1684 1.5311 -0.1733 -1.5 -0.2 0.5
N -0.2710 0.5793 0.9224 -0.5 1.1 -0.4
C 0.5374 -0.3156 0.8385 0.8 -1.3 -0.5
S 1.5283 -1.4585 0.5600 0.3 -0.3 0.3
C -3.8866 -2.5006 2.4182 -1.5 -0.4 0.0
S -5.2177 -3.3677 2.7922 0.2 0.0 0.0
S -2.7232 -3.2566 1.2558 0.3 0.7 -0.2
C -3.5798 -3.2539 -0.3604 -0.4 0.1 -0.3
C -2.5372 -3.4257 -1.4792 0.1 0.4 0.8
C -1.7651 -2.1231 -1.7288 0.2 -0.5 0.0
H -1.5438 -3.9042 5.6146 -0.2 0.0 0.0
H -2.5066 -4.0673 4.1069 0.0 -0.1 0.1
H -0.8339 -4.6493 4.2020 -0.2 -0.2 0.0
H -0.7258 -2.5080 2.9826 -0.3 0.0 0.0
H 0.0757 -2.4935 4.5274 0.1 0.1 -0.2
H -1.2150 -0.3814 4.1683 -0.2 0.0 -0.1
H -1.4746 -1.2442 5.6459 -0.2 0.1 0.0
H -3.5855 -0.4536 4.9553 -0.1 0.0 -0.1
H -3.6259 -2.1935 4.8972 0.1 -0.1 -0.1
H -2.5511 0.5038 2.7904 0.2 -0.4 0.3
H -2.5068 -0.5501 1.4042 0.0 -0.4 0.1
H -5.2511 0.1937 1.9166 0.0 0.1 0.0
H -4.3430 1.6595 2.0924 0.2 0.0 -0.1
H -4.6922 -0.1143 -0.3995 0.2 -0.2 0.1
H -5.0634 1.5670 -0.1774 -0.1 -0.2 0.0
H -2.3386 0.3525 -0.5369 0.6 0.3 0.3
H -3.1812 1.4200 -1.6045 0.0 0.1 0.0
H -2.9488 3.2145 0.3391 -0.4 -0.3 -0.1
H -1.0446 4.4082 0.6290 0.4 0.2 0.5
H 1.4088 4.4451 -0.1736 -0.1 -0.3 0.5
H 0.1718 3.9043 -1.2979 0.3 0.1 -0.1
H 1.7667 2.1712 0.5549 -0.7 -0.5 0.4
H 2.9024 1.3149 -1.0587 0.1 0.1 -0.1
H 1.4928 0.9880 -2.0423 0.1 0.1 -0.2
H 3.4096 2.8967 -2.4199 -0.1 0.2 0.0
H 1.7635 1.7696 -4.0676 -0.1 0.0 0.1
H 2.4764 3.3352 -4.4226 0.0 0.1 0.1
H 0.8628 3.2827 -3.7212 -0.1 -0.2 -0.2
H -4.0973 -2.3031 -0.5020 0.0 0.1 0.2
H -4.3532 -4.0194 -0.4043 0.2 -0.2 0.2
H -1.8037 -4.1652 -1.1469 -0.2 -0.3 -0.2
H -3.0355 -3.7773 -2.3808 0.1 -0.1 0.0
H -2.2861 -1.4403 -2.4012 0.0 0.0 0.0
H -0.7896 -2.3816 -2.1458 -0.1 0.3 -0.2
H -1.5628 -1.6485 -0.7671 0.0 0.1 0.0
C -0.1566 -9.7583 -4.0843 0.0 0.0 0.0
C 0.8047 -8.9954 -3.1849 -0.1 -0.1 0.0
N 0.6641 -7.5528 -3.2830 0.2 0.3 0.0
C 1.7518 -6.8231 -2.6546 0.2 0.0 0.0
C 1.9259 -6.9527 -1.1366 0.1 0.2 0.1
C -0.6669 -7.0282 -3.0394 -0.3 -0.1 -0.1
C -1.3268 -7.3359 -1.6894 -0.1 0.2 0.0
H -0.0639 -9.4317 -5.1210 0.0 0.1 0.0
H 0.0710 -10.8241 -4.0454 0.0 0.0 0.0
H -1.1951 -9.6364 -3.7728 0.0 0.0 0.0
H 1.8208 -9.2607 -3.4883 0.1 0.2 0.1
H 0.6833 -9.3529 -2.1510 0.0 -0.1 0.0
H 1.6582 -5.7627 -2.9105 -0.1 0.0 0.0
H 2.6833 -7.1466 -3.1300 -0.1 -0.1 0.0
H 1.1689 -6.3893 -0.5909 0.0 -0.1 0.0
H 2.8973 -6.5464 -0.8446 0.0 0.0 0.0
H 1.8962 -7.9901 -0.8035 0.0 0.0 0.0
H -1.3272 -7.3977 -3.8286 0.1 -0.1 0.0
H -0.6507 -5.9439 -3.1886 0.2 0.0 0.0
H -1.2146 -8.3806 -1.3979 0.0 0.0 0.0
H -2.3987 -7.1320 -1.7522 0.0 0.0 0.0
H -0.9296 -6.7093 -0.8909 0.0 -0.1 0.1
C 4.8277 9.8409 2.2903 0.0 0.0 0.0
C 4.6881 8.4344 1.7276 0.1 0.2 0.0
N 3.3189 8.0816 1.3910 -0.2 -0.2 0.0
C 3.1394 6.6683 1.1276 0.1 -0.2 0.1
C 3.8582 6.0605 -0.0845 -0.2 -0.1 -0.1
C 2.6364 8.9847 0.4787 0.0 0.3 0.0
C 3.2653 9.2279 -0.8986 -0.1 0.0 -0.1
H 4.1705 9.9851 3.1487 0.0 0.0 0.0
H 5.8539 10.0042 2.6208 0.0 0.0 0.0
H 4.6006 10.6053 1.5461 0.0 0.0 0.0
H 5.0428 7.7372 2.4917 -0.1 -0.1 -0.1
H 5.3658 8.3271 0.8671 0.1 0.0 0.0
H 2.0659 6.4596 1.0449 0.0 0.2 0.0
H 3.4638 6.1223 2.0201 0.1 0.1 0.0
H 3.3811 6.3447 -1.0222 0.1 0.0 0.0
H 3.8179 4.9682 -0.0240 0.0 0.0 0.0
H 4.9098 6.3420 -0.1279 0.0 0.0 0.0
H 2.5306 9.9515 0.9766 0.1 0.0 0.1
H 1.6076 8.6378 0.3437 0.1 -0.2 0.1
H 4.3404 9.4009 -0.8393 0.0 0.0 0.0
H 2.8198 10.1158 -1.3514 0.0 0.0 0.0
H 3.0862 8.3994 -1.5831 0.1 0.0 0.0
```
Forces are in eV/Å.

Max |F| (eV/Å): 2.560
HOMO energy (eV): -9.56
Charge: +1
Gap between HOMO and LUMO (eV): 5.86

=====

6.
This record from the OMol25 dataset describes a cluster of 3 separate species, C4H13NO2 in total at a distorted geometry. The level of theory is ωB97M-V/def2-TZVPD.

Structure (XYZ):
```
20
Properties=species:S:1:pos:R:3:forces:R:3
C -0.3193 -1.4841 -0.6629 -0.3 -1.8 -0.8
N 0.1207 -0.4187 -0.1829 -0.5 0.3 -0.3
C -0.0542 -0.1246 1.2419 1.1 0.2 -1.0
C -1.4186 0.5029 1.4360 0.4 0.8 0.7
C -1.7127 0.8741 2.9048 0.9 -1.2 -0.3
H -0.7159 -2.4010 -0.1789 0.0 0.7 0.9
H -0.3380 -1.7335 -1.7342 0.5 0.9 0.0
H 0.1979 -0.9860 1.8504 -0.4 -0.4 0.4
H 0.7280 0.6235 1.4037 -0.2 0.0 0.6
H -1.4056 1.3901 0.8067 -0.2 0.1 -0.1
H -2.1663 -0.1523 1.0587 -0.7 -0.6 -0.4
H -0.7660 0.8153 3.4299 0.4 0.8 0.2
H -2.1994 1.8347 3.0527 -0.1 -0.2 0.1
H -2.1845 0.0225 3.3929 -0.9 0.3 0.0
O -2.9388 -0.7362 -4.7211 0.4 0.0 -0.2
H -3.8312 -1.0207 -4.9309 -0.1 0.1 0.3
H -2.8999 -0.4239 -3.8116 -0.3 -0.1 -0.1
O 6.0556 1.1453 0.3980 -0.9 0.5 0.6
H 5.3618 0.9179 1.0394 0.4 -0.6 -0.2
H 5.8273 2.0806 0.3132 0.5 0.1 -0.4
```
Forces are in eV/Å.

Max |F| (eV/Å): 2.033
HOMO energy (eV): -9.54
Charge: 0
SMILES string: C=NCCC.O.O
Gap between HOMO and LUMO (eV): 10.28